w:
{
  "formula": "C3H5F",
  "method": "ωB97M-V/def2-TZVPD",
  "species": ["C", "C", "C", "F", "H", "H", "H", "H", "H"],
  "xyz": [[0.9984, 1.4004, 3.0994], [1.7736, 0.7318, 2.4644], [-0.5465, -0.4746, -0.4465], [2.7039, 0.1237, 1.7929], [0.3372, 1.6636, 3.8612], [-1.4289, -1.1889, -0.6490], [-0.2227, -0.6672, 0.6109], [0.2046, -0.8132, -1.2823], [-0.7115, 0.5843, -0.4719]],
  "gap_ev": 11.55,
  "lumo_ev": 0.83
}


x:
{
  "formula": "C3H5F",
  "method": "ωB97M-V/def2-TZVPD",
  "species": ["C", "C", "C", "F", "H", "H", "H", "H", "H"],
  "xyz": [[0.7932, -1.2200, 0.2948], [0.6846, -0.0006, -0.2031], [-0.9485, 0.8579, -0.1147], [1.6681, 0.6645, -0.7391], [1.6989, -1.6731, 0.5823], [-0.1077, -1.6884, 0.4921], [-1.6095, 0.0939, -0.5164], [-1.2081, 1.0515, 0.8605], [-0.9711, 1.9145, -0.6563]],
  "gap_ev": 10.65,
  "lumo_ev": 1.07
}


Taking the most stable structure as the zero point, the relative energies in kcal/mol are w 28.0; x 0.0.


w:
{
  "formula": "C3H3FN2S",
  "method": "ωB97M-V/def2-TZVPD",
  "species": ["C", "C", "C", "N", "N", "F", "S", "H", "H", "H"],
  "xyz": [[0.1762, 0.3190, -1.0287], [0.8486, 0.8063, 0.1882], [-0.9936, -1.0416, 0.3358], [-0.7713, -0.5519, -0.8902], [-1.8089, -1.8578, 0.7573], [-2.9710, -0.2945, 2.0864], [0.4429, 0.0132, 1.5520], [0.4698, 0.5421, -1.9897], [1.6288, 1.5925, 0.2315], [-2.1278, -1.9509, 1.7917]],
  "gap_ev": [5.67, 5.70],
  "lumo_ev": [-3.24, -3.23]
}


x:
{
  "formula": "C3H3FN2S",
  "method": "ωB97M-V/def2-TZVPD",
  "species": ["C", "C", "C", "N", "N", "F", "S", "H", "H", "H"],
  "xyz": [[-0.5212, 1.1035, 0.1815], [-0.8991, -1.0163, 0.6223], [-1.6563, 0.8650, 0.8394], [-1.9751, -0.3896, 1.1607], [-0.0381, -0.1451, 0.0845], [2.6326, 0.8024, -1.3410], [2.1971, -0.7606, -1.7316], [-0.0019, 1.9904, -0.0386], [-0.7235, -2.0818, 0.7222], [0.9856, -0.3678, -0.4993]],
  "gap_ev": [7.33, 4.75],
  "lumo_ev": [-1.36, -4.01]
}


Taking the most stable structure as the zero point, the relative energies in kcal/mol are w 0.0; x 27.6.


w:
{
  "formula": "C2H7Cl2NSi",
  "method": "ωB97M-V/def2-TZVPD",
  "species": ["C", "C", "N", "Si", "Cl", "Cl", "H", "H", "H", "H", "H", "H", "H"],
  "xyz": [[-1.4057, 0.5539, -0.1616], [1.0109, -0.0105, 0.0599], [-0.3257, -0.4508, 0.0008], [-0.7802, -2.0966, 0.1895], [-2.6907, -2.3834, -0.1101], [3.9765, -1.9540, -0.0541], [-0.9716, 1.6476, -0.3798], [-2.2163, 0.2637, -0.9284], [-1.8396, 0.4595, 0.8521], [1.3754, 0.5896, -0.9108], [0.9812, 0.7918, 0.9550], [1.7360, -0.7453, 0.2126], [0.3440, -2.6041, 0.9152]],
  "gap_ev": 4.09,
  "lumo_ev": -2.70
}


x:
{
  "formula": "C2H7Cl2NSi",
  "method": "ωB97M-V/def2-TZVPD",
  "species": ["C", "C", "N", "Si", "Cl", "Cl", "H", "H", "H", "H", "H", "H", "H"],
  "xyz": [[-0.5936, 0.4521, -2.2863], [1.1695, -0.2375, 1.7765], [-0.2493, 0.0857, -0.9055], [1.0582, 0.1696, 0.0019], [2.9218, 1.0092, -0.5546], [-2.4909, 0.2310, 1.5098], [-1.4619, -0.1434, -2.6319], [-0.8116, 1.5848, -2.3336], [0.1985, 0.0901, -2.9578], [0.5852, 0.5666, 2.1572], [0.6666, -1.1336, 2.1314], [2.1257, -0.1187, 2.2748], [-2.7532, -0.6718, 0.5526]],
  "gap_ev": 9.38,
  "lumo_ev": 0.30
}


Taking the most stable structure as the zero point, the relative energies in kcal/mol are w 67.9; x 0.0.


w:
{
  "formula": "C32H35Cl2N2PS4W",
  "method": "ωB97M-V/def2-TZVPD",
  "species": ["W", "C", "C", "S", "C", "C", "S", "C", "C", "S", "C", "C", "S", "H", "H", "H", "H", "H", "H", "H", "H", "H", "H", "H", "H", "H", "H", "H", "H", "N", "C", "C", "C", "C", "C", "C", "P", "C", "C", "C", "C", "C", "C", "C", "C", "C", "C", "C", "C", "H", "H", "H", "H", "H", "H", "H", "H", "H", "H", "H", "H", "H", "H", "H", "H", "Cl", "C", "C", "C", "C", "C", "Cl", "C", "N", "H", "H", "H"],
  "xyz": [[0.7909, 0.0070, 0.8870], [3.8518, -1.8200, 0.7777], [3.8957, -1.0912, -0.5576], [2.9233, 0.4534, -0.6603], [4.0465, 1.7014, 0.0465], [4.2021, 1.6167, 1.5490], [2.5388, 1.5651, 2.2493], [2.8384, 0.8935, 3.8999], [1.4979, 0.5759, 4.5300], [0.2828, -0.2473, 3.4475], [0.7382, -2.0062, 3.5838], [2.0991, -2.3816, 3.0279], [2.1188, -2.1082, 1.2199], [4.3620, -1.2962, 1.5811], [4.3084, -2.8028, 0.6601], [3.5087, -1.7127, -1.3652], [4.9219, -0.8240, -0.8128], [3.6233, 2.6575, -0.2624], [5.0020, 1.5811, -0.4643], [4.6931, 2.5097, 1.9333], [4.7590, 0.7443, 1.8736], [3.3508, 1.6617, 4.4793], [3.4972, 0.0339, 3.8124], [0.9886, 1.4875, 4.8442], [1.6161, -0.0508, 5.4155], [-0.0590, -2.5260, 3.0577], [0.6637, -2.2774, 4.6360], [2.2563, -3.4494, 3.1752], [2.9239, -1.8538, 3.4939], [-0.1830, 2.0773, 1.1831], [-0.4007, 2.9551, 0.0226], [-0.3619, 4.3270, 0.1701], [-0.6945, 5.1281, -0.9157], [-1.0976, 4.5560, -2.1152], [-1.1197, 3.1736, -2.2540], [-0.7445, 2.3741, -1.1774], [-0.8004, 0.5775, -1.2801], [-0.3636, 0.1893, -2.9917], [0.9484, 0.3869, -3.4384], [1.2612, 0.2668, -4.7818], [0.2709, -0.0656, -5.6989], [-1.0347, -0.2479, -5.2669], [-1.3618, -0.1301, -3.9234], [-2.5394, 0.1846, -1.0286], [-3.1310, -0.9757, -1.5463], [-4.4979, -1.1718, -1.4315], [-5.2869, -0.2334, -0.7741], [-4.7029, 0.9007, -0.2243], [-3.3401, 1.1130, -0.3527], [0.2663, 2.6383, 1.8923], [-1.0949, 1.8370, 1.5668], [-0.0985, 4.7865, 1.1201], [-0.6611, 6.2061, -0.8127], [-1.3979, 5.1820, -2.9461], [-1.4327, 2.7203, -3.1878], [1.7210, 0.6613, -2.7467], [2.2782, 0.4395, -5.1161], [0.5152, -0.1723, -6.7489], [-1.8188, -0.4729, -5.9800], [-2.3923, -0.2470, -3.6303], [-2.5356, -1.7131, -2.0657], [-4.9534, -2.0495, -1.8786], [-6.3573, -0.3785, -0.7032], [-5.3164, 1.6367, 0.2814], [-2.9160, 2.0301, 0.0395], [-2.9756, -0.9114, 2.5261], [-2.5862, -2.2605, 1.5566], [-3.3955, -3.3632, 1.5740], [-3.0780, -4.4543, 0.7754], [-1.9896, -4.4479, -0.0984], [-1.1654, -3.3616, -0.1456], [0.0679, -3.3182, -1.3378], [-1.3985, -2.2218, 0.7395], [-0.5467, -1.1793, 0.8233], [-4.2730, -3.3836, 2.2082], [-3.7125, -5.3331, 0.8098], [-1.8124, -5.2960, -0.7479]],
  "gap_ev": [5.49, 5.35],
  "total_charge": 4,
  "lumo_ev": [-13.63, -13.76]
}


x:
{
  "formula": "C32H35Cl2N2PS4W",
  "method": "ωB97M-V/def2-TZVPD",
  "species": ["W", "C", "C", "S", "C", "C", "S", "C", "C", "S", "C", "C", "S", "H", "H", "H", "H", "H", "H", "H", "H", "H", "H", "H", "H", "H", "H", "H", "H", "N", "C", "C", "C", "C", "C", "C", "P", "C", "C", "C", "C", "C", "C", "C", "C", "C", "C", "C", "C", "H", "H", "H", "H", "H", "H", "H", "H", "H", "H", "H", "H", "H", "H", "H", "H", "Cl", "C", "C", "C", "C", "C", "Cl", "C", "N", "H", "H", "H"],
  "xyz": [[0.5074, -0.8151, 0.6087], [2.3080, -2.4591, 3.2512], [1.0291, -3.2593, 3.2971], [-0.3072, -2.2332, 2.6421], [-1.5114, -3.4463, 2.1139], [-2.5591, -2.6686, 1.3586], [-1.9095, -1.5952, 0.0404], [-1.7440, -2.7242, -1.3732], [-0.5630, -3.6775, -1.3487], [0.9777, -2.7637, -1.0642], [1.9263, -3.9546, -0.0731], [3.1022, -3.2495, 0.5776], [2.6921, -1.8041, 1.6129], [3.1695, -3.0488, 3.5708], [2.2673, -1.5706, 3.8845], [0.7682, -3.4907, 4.3315], [1.0836, -4.1921, 2.7400], [-1.9442, -3.8903, 3.0118], [-1.0307, -4.2275, 1.5299], [-3.1018, -1.9908, 2.0184], [-3.2900, -3.3240, 0.8834], [-1.7230, -2.0672, -2.2370], [-2.6858, -3.2746, -1.4065], [-0.4691, -4.1785, -2.3111], [-0.6505, -4.4380, -0.5764], [2.2835, -4.7348, -0.7464], [1.2548, -4.4032, 0.6535], [3.7988, -2.8665, -0.1700], [3.6724, -3.9308, 1.2128], [2.3326, 0.0395, -0.4480], [2.2679, 0.4950, -1.8522], [3.4197, 0.5113, -2.6141], [3.3599, 1.0819, -3.8797], [2.1720, 1.6458, -4.3409], [1.0282, 1.6088, -3.5575], [1.0725, 0.9955, -2.3060], [-0.3214, 0.9375, -1.1808], [-1.7818, 0.5383, -2.1459], [-3.0576, 0.7546, -1.6096], [-4.1857, 0.4787, -2.3648], [-4.0531, -0.0225, -3.6565], [-2.7912, -0.2594, -4.1914], [-1.6547, 0.0159, -3.4401], [-0.4775, 2.6286, -0.5524], [-1.4638, 3.4871, -1.0475], [-1.4436, 4.8376, -0.7151], [-0.4415, 5.3443, 0.0978], [0.5580, 4.5004, 0.5765], [0.5369, 3.1552, 0.2542], [3.1725, -0.5251, -0.3595], [2.5324, 0.8531, 0.1375], [4.3612, 0.1209, -2.2345], [4.2495, 1.1050, -4.4983], [2.1382, 2.1121, -5.3176], [0.1093, 2.0539, -3.9220], [-3.1736, 1.1449, -0.6041], [-5.1699, 0.6647, -1.9527], [-4.9372, -0.2193, -4.2519], [-2.6908, -0.6416, -5.2007], [-0.6789, -0.1582, -3.8787], [-2.2296, 3.1333, -1.7187], [-2.2078, 5.4953, -1.1110], [-0.4226, 6.4004, 0.3416], [1.3622, 4.9008, 1.1834], [1.3448, 2.5331, 0.6218], [2.8716, 1.6438, 2.8285], [1.2731, 2.0809, 3.3184], [1.0998, 3.0714, 4.2457], [-0.2023, 3.4152, 4.6186], [-1.3227, 2.7850, 4.0771], [-1.1507, 1.7864, 3.1539], [-2.5452, 1.0325, 2.4770], [0.1564, 1.4111, 2.7562], [0.3456, 0.4532, 1.8172], [1.9547, 3.5762, 4.6776], [-0.3479, 4.1997, 5.3531], [-2.3192, 3.0758, 4.3837]],
  "gap_ev": 6.33,
  "total_charge": 4,
  "lumo_ev": -12.87
}


Taking the most stable structure as the zero point, the relative energies in kcal/mol are w 29.4; x 0.0.


w:
{
  "formula": "C13H17N",
  "method": "ωB97M-V/def2-TZVPD",
  "species": ["C", "C", "C", "C", "C", "C", "C", "C", "C", "C", "C", "C", "C", "H", "H", "H", "H", "H", "H", "H", "H", "H", "H", "H", "H", "H", "H", "H", "H", "H", "N"],
  "xyz": [[2.1229, 1.8719, -1.1204], [0.4374, 0.5032, 0.0187], [1.1958, 0.3918, 1.3587], [1.7637, -0.9853, 1.4727], [2.0570, -1.5407, 0.0252], [0.8694, -0.8930, -0.6974], [-0.3451, -1.7409, -0.8045], [-1.5496, -0.8405, -0.3705], [-2.9306, -1.0905, -0.4616], [-3.7762, -0.0913, -0.1352], [-3.3371, 1.0415, 0.5005], [-1.9562, 1.3313, 0.6328], [-1.0947, 0.3416, 0.1413], [1.9847, 2.6665, -1.8762], [2.4704, 1.1031, -1.8072], [2.8640, 2.0000, -0.3559], [0.4400, 2.6150, -0.1883], [2.0331, 1.1627, 1.2287], [0.5524, 0.6526, 2.1118], [2.6809, -1.1067, 2.0816], [1.0678, -1.6180, 2.0316], [2.1053, -2.6664, 0.0835], [2.9923, -1.1338, -0.2919], [1.2081, -0.6194, -1.7264], [-0.6230, -2.0635, -1.8734], [-0.3253, -2.7405, -0.2884], [-3.1935, -2.0793, -0.9755], [-4.8008, -0.3727, 0.0914], [-4.0320, 1.8603, 0.7970], [-1.6496, 2.3228, 1.0748], [0.7685, 1.7180, -0.6773]],
  "gap_ev": 9.48,
  "lumo_ev": 1.00
}


x:
{
  "formula": "C13H17N",
  "method": "ωB97M-V/def2-TZVPD",
  "species": ["C", "C", "C", "C", "C", "C", "C", "C", "C", "C", "C", "C", "C", "H", "H", "H", "H", "H", "H", "H", "H", "H", "H", "H", "H", "H", "H", "H", "H", "H", "N"],
  "xyz": [[-0.8050, -0.8575, 0.3113], [0.3360, -1.5037, -0.5971], [1.5610, -0.7303, -0.2340], [2.8878, -1.0453, -0.6658], [3.9763, -0.2084, -0.3219], [3.6754, 0.9110, 0.3998], [2.3012, 1.2422, 0.8061], [1.2713, 0.4242, 0.5006], [-0.2715, 0.6037, 0.6236], [-0.8577, 1.5472, -0.4603], [-2.4112, 1.5534, -0.4021], [-3.1139, 0.2115, -0.1091], [-2.1762, -0.9453, -0.4459], [-0.9698, -2.6095, 1.2744], [-0.5778, -1.1053, 2.6098], [0.3543, -2.6510, -0.3895], [0.0548, -1.3171, -1.5874], [3.1553, -1.9639, -1.1858], [4.9952, -0.4863, -0.7932], [4.4134, 1.7010, 0.4901], [1.8931, 2.0832, 1.2799], [-0.5799, 1.0436, 1.5236], [-0.5797, 1.3165, -1.4797], [-0.3330, 2.4624, -0.3277], [-2.4517, 2.3206, 0.3926], [-2.6486, 2.1680, -1.3390], [-4.0736, 0.0124, -0.5973], [-3.2274, 0.1263, 0.9582], [-1.9872, -0.8142, -1.5423], [-2.6497, -1.8957, -0.2649], [-1.1612, -1.5937, 1.5734]],
  "gap_ev": 9.65,
  "lumo_ev": 0.91
}


Taking the most stable structure as the zero point, the relative energies in kcal/mol are w 0.0; x 23.2.


w:
{
  "formula": "C23H14BrN3O5Re",
  "method": "ωB97M-V/def2-TZVPD",
  "species": ["Re", "Br", "C", "C", "C", "C", "O", "C", "C", "N", "C", "C", "C", "C", "C", "C", "C", "C", "N", "C", "C", "H", "H", "H", "H", "H", "H", "H", "H", "H", "H", "O", "C", "O", "C", "C", "C", "C", "C", "C", "N", "O", "O", "H", "H", "H", "H"],
  "xyz": [[0.0022, -0.3212, 0.3495], [5.7160, -1.7790, 4.9940], [4.4458, -1.5217, 3.6371], [4.8115, -1.6971, 2.2973], [3.8914, -1.5220, 1.2792], [2.5991, -1.1592, 1.5923], [1.6901, -1.0086, 0.6032], [2.2149, -0.9700, 2.9292], [0.8857, -0.6267, 3.2732], [-0.0907, -0.3691, 2.4408], [-1.4046, -0.1126, 2.9482], [-1.7518, 0.2853, 4.2093], [-3.1152, 0.4160, 4.5529], [-4.1047, 0.1457, 3.6492], [-3.7650, -0.2453, 2.3307], [-4.7003, -0.5527, 1.3199], [-4.2671, -0.9301, 0.0690], [-2.9033, -0.9835, -0.1948], [-1.9908, -0.6826, 0.7326], [-2.4085, -0.3431, 1.9988], [3.1581, -1.1693, 3.9543], [5.8275, -1.9824, 2.0597], [4.1708, -1.6724, 0.2451], [0.6574, -0.6166, 4.3357], [-1.0075, 0.5163, 4.9600], [-3.3694, 0.7313, 5.5552], [-5.1472, 0.2323, 3.9251], [-5.7595, -0.4957, 1.5395], [-4.9650, -1.1801, -0.7165], [-2.5321, -1.2618, -1.1723], [2.8679, -1.0395, 4.9892], [0.4100, 2.9677, -1.3216], [0.3316, 2.0073, -1.9558], [-0.0632, 0.6938, -1.0744], [0.4854, 1.6300, -3.3459], [0.3746, 0.3210, -3.8182], [0.5413, 0.0782, -5.1670], [0.8162, 1.1445, -6.0027], [0.9342, 2.4464, -5.5586], [0.7662, 2.6938, -4.2094], [0.9944, 0.8708, -7.4557], [0.8208, -0.2693, -7.8163], [1.3006, 1.8092, -8.1498], [0.1676, -0.4987, -3.1479], [0.4641, -0.9162, -5.5822], [1.1528, 3.2376, -6.2611], [0.8480, 3.6993, -3.8201]],
  "gap_ev": [6.49, 6.41],
  "total_charge": 2,
  "lumo_ev": [-8.02, -8.13],
  "multiplicity": 2
}


x:
{
  "formula": "C23H14BrN3O5Re",
  "method": "ωB97M-V/def2-TZVPD",
  "species": ["Re", "Br", "C", "C", "C", "C", "O", "C", "C", "N", "C", "C", "C", "C", "C", "C", "C", "C", "N", "C", "C", "H", "H", "H", "H", "H", "H", "H", "H", "H", "H", "O", "C", "O", "C", "C", "C", "C", "C", "C", "N", "O", "O", "H", "H", "H", "H"],
  "xyz": [[-0.5869, -1.2057, 1.1398], [1.2057, 3.8301, 6.3434], [0.7622, 2.3899, 5.2517], [1.0206, 1.0810, 5.6893], [0.7057, -0.0247, 4.9139], [0.1404, 0.1921, 3.6810], [-0.1898, -0.8948, 2.9130], [-0.1337, 1.4781, 3.2108], [-0.7741, 1.6891, 1.9809], [-1.0738, 0.7690, 1.0898], [-1.8563, 1.1381, -0.0664], [-2.0497, 2.3849, -0.5897], [-2.9365, 2.5536, -1.6813], [-3.6223, 1.4941, -2.2076], [-3.4175, 0.1938, -1.6823], [-4.0852, -0.9676, -2.1225], [-3.8207, -2.1879, -1.5409], [-2.8644, -2.2720, -0.5352], [-2.2054, -1.1889, -0.1088], [-2.5032, 0.0422, -0.6384], [0.1762, 2.5922, 4.0287], [1.4688, 0.9320, 6.6633], [0.8913, -1.0315, 5.2605], [-1.0958, 2.7026, 1.7617], [-1.5422, 3.2567, -0.1979], [-3.0750, 3.5448, -2.0897], [-4.3188, 1.6352, -3.0238], [-4.8167, -0.8910, -2.9182], [-4.3299, -3.0871, -1.8557], [-2.5936, -3.2182, -0.0854], [-0.0436, 3.5938, 3.6820], [2.1096, -3.8389, 0.2385], [1.7570, -2.8419, -0.2555], [0.4274, -2.3445, 0.2310], [2.3533, -2.0133, -1.2989], [1.8770, -0.7457, -1.6330], [2.5105, -0.0089, -2.6142], [3.6030, -0.5717, -3.2450], [4.0965, -1.8227, -2.9406], [3.4635, -2.5529, -1.9493], [4.2720, 0.2185, -4.3110], [5.2593, -0.2637, -4.8112], [3.8588, 1.3437, -4.4927], [1.0172, -0.3178, -1.1352], [2.1821, 0.9789, -2.9010], [4.9561, -2.2063, -3.4713], [3.8211, -3.5363, -1.6767]],
  "gap_ev": [6.30, 6.33],
  "total_charge": 2,
  "lumo_ev": [-8.45, -8.41],
  "multiplicity": 2
}


Taking the most stable structure as the zero point, the relative energies in kcal/mol are w 0.0; x 2.6.